The following is a DFT calculation (ωB97M-V/def2-TZVPD) of a single C4H6N2 molecule.

```
! RIJCOSX wB97M-V def2-TZVPD def2/J DEFGRID3
* xyz 0 1
N 1.95384 1.03433 -0.83719
C 1.13187 0.44665 -0.08799
C 0.57091 -0.57598 0.75138
C -0.26294 0.70115 0.44239
C -1.16994 -0.20799 -0.39138
N -0.45676 -1.39399 0.14568
H 1.02624 -0.75098 1.72081
H -0.69878 1.22258 1.29103
H 1.36000 1.86052 -0.91459
H -1.08463 -0.05125 -1.47860
H -2.23233 -0.19571 -0.12251
H -0.13747 -2.08934 -0.51902
*
```

## Properties
Kohn-Sham gap = 9.9 eV
SMILES string = [H]/N=C1\[C@H]2CN[C@@H]12
DFT total energy = -265.38988 hartree
relative energy (zero: lowest compared OMol25 entry of this formula, charge and spin) = 382.53 kJ/mol
strongest force on any atom = 0.033 hartree/bohr
HOMO level = -0.3293 hartree



The following is a DFT calculation (ωB97M-V/def2-TZVPD) of a single C4H6N2 molecule.

```
! RIJCOSX wB97M-V def2-TZVPD def2/J DEFGRID3
* xyz 0 1
C -1.70558 -0.30348 0.14352
C -0.26811 0.06390 -0.08242
C 0.73878 -0.78560 -0.44591
N 1.92585 -0.11063 -0.31825
N 1.72354 1.15873 0.10728
C 0.41872 1.28273 0.20306
H -2.35277 -0.10960 -0.71554
H -1.77967 -1.36925 0.38947
H -2.11059 0.24269 1.00276
H 0.69400 -1.76127 -0.91358
H 2.70813 -0.55174 0.14299
H 0.00770 2.24353 0.48661
*
```

## Properties
Kohn-Sham gap = 10.2 eV
SMILES string = Cc1cn[nH]c1
DFT total energy = -265.50125 hartree
relative energy (zero: lowest compared OMol25 entry of this formula, charge and spin) = 90.12 kJ/mol
strongest force on any atom = 0.015 hartree/bohr
HOMO level = -0.3374 hartree



The following is a DFT calculation (ωB97M-V/def2-TZVPD) of a single C4H6N2 molecule.

```
! RIJCOSX wB97M-V def2-TZVPD def2/J DEFGRID3
* xyz 0 1
C 0.42299 -0.38534 0.06744
C -0.91507 0.29477 0.23560
C 1.53250 0.33474 -0.05564
C 0.26857 -1.87204 -0.02060
N 0.30314 -2.72039 1.15014
N 1.21005 -2.91458 0.36185
H -1.71778 -0.42888 0.35236
H -1.12850 0.91679 -0.63171
H 2.50326 -0.11629 -0.18298
H 1.49690 1.40818 -0.01319
H -0.46646 -2.17441 -0.76509
H -0.90616 0.93671 1.11277
*
```

## Properties
Kohn-Sham gap = 10.2 eV
SMILES string = C=C(C)C1N=N1
DFT total energy = -265.42397 hartree
relative energy (zero: lowest compared OMol25 entry of this formula, charge and spin) = 293.00 kJ/mol
strongest force on any atom = 0.024 hartree/bohr
HOMO level = -0.3508 hartree



The following is a DFT calculation (ωB97M-V/def2-TZVPD) of a molecular structure, C4H6N2.

```
! RIJCOSX wB97M-V def2-TZVPD def2/J DEFGRID3
* xyz 0 1
C 1.44654 0.33353 1.12018
C 0.39189 0.13270 0.07519
C 0.23550 0.75022 -1.16597
C -0.95553 0.10503 -1.59041
N -1.48495 -0.88430 -0.66129
N -0.62187 -0.76554 0.32241
H 1.16959 1.14065 1.80841
H 1.63160 -0.57144 1.71097
H 2.37425 0.62654 0.62505
H -1.95667 0.31998 -0.84607
H -1.41054 0.07604 -2.57970
H -0.81980 -1.26342 1.18124
*
```

## Properties
Kohn-Sham gap = 8.7 eV
DFT total energy = -265.35611 hartree
relative energy (zero: lowest compared OMol25 entry of this formula, charge and spin) = 471.18 kJ/mol
strongest force on any atom = 0.010 hartree/bohr
HOMO level = -0.2921 hartree



The following is a DFT calculation (ωB97M-V/def2-TZVPD) of a single C4H6N2 molecule.

```
! RIJCOSX wB97M-V def2-TZVPD def2/J DEFGRID3
* xyz 0 1
C -1.24100 0.88426 -0.06890
C -0.58321 -0.44064 0.22967
N -0.00194 -1.46698 -0.61339
C 0.86990 -0.68896 0.34153
C 1.75540 0.36801 -0.13832
N 2.47441 1.24005 -0.39656
H -0.85139 1.37485 -0.96151
H -2.32014 0.73901 -0.18357
H -1.09557 1.54539 0.79683
H -1.05658 -0.94021 1.07810
H 0.78824 -1.36520 -1.25113
H 1.26188 -1.24959 1.16725
*
```

## Properties
Kohn-Sham gap = 11.0 eV
SMILES string = C[C@H]1N[C@H]1C#N
DFT total energy = -265.43128 hartree
relative energy (zero: lowest compared OMol25 entry of this formula, charge and spin) = 273.82 kJ/mol
strongest force on any atom = 0.052 hartree/bohr
HOMO level = -0.3701 hartree



The following is a DFT calculation (ωB97M-V/def2-TZVPD) of a single C4H6N2 molecule.

```
! RIJCOSX wB97M-V def2-TZVPD def2/J DEFGRID3
* xyz 0 1
N 1.99197 -0.02521 0.24496
C 0.62519 0.10940 0.00778
C -0.18740 1.20337 -0.09194
C -1.54667 0.71339 -0.20303
C -1.43951 -0.65469 -0.21748
N -0.13974 -1.03796 -0.07793
H 2.42643 -0.74361 -0.31880
H 2.47980 0.85303 0.13505
H 0.16614 2.23007 -0.12867
H -2.25032 0.62799 0.63762
H -2.26959 -1.34404 -0.27668
H 0.14370 -1.93174 0.28914
*
```

## Properties
Kohn-Sham gap = 8.6 eV
SMILES string = Nc1ccc[nH]1
DFT total energy = -265.46034 hartree
relative energy (zero: lowest compared OMol25 entry of this formula, charge and spin) = 197.51 kJ/mol
strongest force on any atom = 0.048 hartree/bohr
HOMO level = -0.2830 hartree



The following is a DFT calculation (ωB97M-V/def2-TZVPD) of a single C4H6N2 molecule.

```
! RIJCOSX wB97M-V def2-TZVPD def2/J DEFGRID3
* xyz 0 1
N -0.95093 -0.60204 1.81699
C -0.87292 0.02485 0.66765
C -0.58356 -0.62716 -0.56076
C 0.33985 -0.13976 -1.43892
C 1.08884 1.00970 -1.01177
N 1.16007 1.46779 0.19191
H -1.29469 -0.10117 2.62760
H -0.65126 -1.55868 1.99349
H -1.24968 -1.44411 -0.84770
H 0.41045 -0.49667 -2.46372
H 1.54604 1.63527 -1.77723
H 0.97967 0.73941 0.87880
*
```

## Properties
Kohn-Sham gap = 8.5 eV
DFT total energy = -265.41627 hartree
relative energy (zero: lowest compared OMol25 entry of this formula, charge and spin) = 313.23 kJ/mol
strongest force on any atom = 0.014 hartree/bohr
HOMO level = -0.2981 hartree



The following is a DFT calculation (ωB97M-V/def2-TZVPD) of a single C4H6N2 molecule.

```
! RIJCOSX wB97M-V def2-TZVPD def2/J DEFGRID3
* xyz 0 1
N 0.60886 -1.16529 -1.81425
C 0.37081 -0.67690 -0.54074
C 0.84115 -1.27457 0.61747
N -0.57535 0.62619 2.01603
C -0.74036 1.13876 0.83071
C -0.11120 0.65233 -0.35545
H 1.33745 -1.87340 -1.86601
H 0.67028 -0.46736 -2.55210
H 0.15927 -1.35511 1.47606
H -1.26176 1.01581 2.67800
H -1.40032 2.00588 0.64939
H 0.10086 1.37828 -1.14800
*
```

## Properties
Kohn-Sham gap (spin up / spin down) = 7.5 / 7.7 eV
DFT total energy = -265.36347 hartree
relative energy (zero: lowest compared OMol25 entry of this formula, charge and spin) = 451.85 kJ/mol
strongest force on any atom = 0.022 hartree/bohr
HOMO level (spin up / spin down) = -0.3062 / -0.3023 hartree



The following is a DFT calculation (ωB97M-V/def2-TZVPD) of a single C4H6N2 molecule.

```
! RIJCOSX wB97M-V def2-TZVPD def2/J DEFGRID3
* xyz 0 1
C 1.81987 -0.24544 -0.27044
C 0.37624 0.11653 -0.11889
C -0.20580 1.41888 -0.16079
C -1.52116 1.05964 -0.01190
N -1.78708 -0.32888 0.19380
N -0.51875 -0.85988 0.12225
H 2.28138 -0.37853 0.71618
H 1.96266 -1.17016 -0.83948
H 2.33084 0.57701 -0.77103
H -2.01807 -0.17664 1.18629
H -2.44074 1.64028 0.05099
H -0.40388 -1.86354 0.08426
*
```

## Properties
Kohn-Sham gap = 8.4 eV
SMILES string = CC1=C=CNN1
DFT total energy = -265.39568 hartree
relative energy (zero: lowest compared OMol25 entry of this formula, charge and spin) = 367.29 kJ/mol
strongest force on any atom = 0.024 hartree/bohr
HOMO level = -0.2812 hartree



The following is a DFT calculation (ωB97M-V/def2-TZVPD) of a molecular structure, C4H6N2.

```
! RIJCOSX wB97M-V def2-TZVPD def2/J DEFGRID3
* xyz 0 1
C 0.44153 -0.98592 -0.16524
C -0.04228 -1.91531 -0.89171
C 1.90420 -0.88983 0.61487
C -1.12664 1.54890 0.08383
N 1.40698 0.33664 0.86796
N 0.04209 0.27400 0.40889
H -1.01939 -1.83041 -1.33271
H 0.51791 -2.83507 -1.21026
H -1.88817 1.10594 -0.60398
H -0.49005 2.24699 -0.38982
H -1.39341 1.84789 1.08854
H 1.64723 1.09616 1.52964
*
```

## Properties
Kohn-Sham gap = 9.0 eV
DFT total energy = -265.28990 hartree
relative energy (zero: lowest compared OMol25 entry of this formula, charge and spin) = 645.00 kJ/mol
strongest force on any atom = 0.089 hartree/bohr
HOMO level = -0.3047 hartree